(1)
Computed, not measured: the molecule C5H10N2O2 in a non-equilibrium geometry, with ωB97M-V with the def2-TZVPD basis set.

Structure (XYZ):
```
19
Properties=species:S:1:pos:R:3:forces:R:3
O -1.07881 1.47835 -0.86284 -0.082 0.150 0.544
O 1.12482 1.12766 -0.36200 0.264 -0.070 0.741
N -0.48331 -0.60848 0.49759 0.063 0.208 0.138
N 0.02158 -2.08492 -1.31693 0.270 0.275 -0.107
C -0.15658 -0.90278 -0.95100 -0.172 1.393 1.342
C -0.16377 0.75155 -0.55362 0.035 -1.809 -2.380
C 1.51956 2.32672 -1.03442 -0.227 0.157 0.048
C -1.89205 -0.71415 0.87791 0.150 -0.036 -0.036
C 0.46461 -1.13196 1.48411 -0.172 -0.083 -0.157
H 1.46889 -1.06914 1.07444 0.027 0.058 0.056
H -2.03668 -0.29263 1.87450 0.075 -0.068 -0.048
H 0.38537 -0.54807 2.39936 0.044 0.023 0.005
H -2.18186 -1.76569 0.86585 -0.124 0.045 0.015
H 0.22889 -2.17627 1.69285 0.061 -0.020 0.020
H 0.37733 -2.12760 -2.27107 -0.231 0.007 -0.094
H 0.74715 3.09250 -0.95575 0.036 -0.104 0.017
H 2.42683 2.66779 -0.54049 -0.011 -0.083 -0.074
H -2.48200 -0.13758 0.16996 -0.044 -0.047 -0.063
H 1.71002 2.11468 -2.08846 0.038 0.002 0.033
```
Positions in Å, forces in eV/Å.

HOMO-LUMO gap (eV): 9.36
Charge: 0
Calculated total energy (hartree): -456.3986
SMILES string: [H]/N=C1\[C@]([O-])(OC)[N+]1(C)C
F_max (eV/Å): 2.990

(2)
Computed, not measured: the molecule C3H6BrNO in a non-equilibrium geometry, with ωB97M-V with the def2-TZVPD basis set.

Structure (XYZ):
```
12
Properties=species:S:1:pos:R:3:forces:R:3
Br -0.46873 2.33073 1.60307 0.398 -0.160 0.386
O 1.53880 -0.18022 -0.64796 -0.070 -0.800 -0.236
N 1.09600 1.04172 -1.01546 -2.857 1.308 2.330
C -0.63662 0.94410 0.34102 1.823 -0.820 -1.490
C 0.52041 -1.12848 -0.36732 -0.929 0.745 0.033
C -0.44785 -0.55253 0.71001 -0.046 2.219 2.279
H 1.11560 -1.95634 0.05810 -0.892 -0.280 -0.920
H 0.58571 1.07927 -1.92266 0.051 -1.095 0.432
H -0.20287 -1.18604 -1.25980 1.520 -0.917 0.761
H -1.52314 1.23015 -0.18427 -0.218 -0.271 -0.819
H -1.42134 -1.06602 0.87391 0.423 0.188 -1.267
H -0.15597 -0.55634 1.81137 0.799 -0.116 -1.490
```
Positions in Å, forces in eV/Å.

HOMO-LUMO gap (spin up / spin down) (eV): 9.24 / 9.24
Charge: 0
Calculated total energy (hartree): -2821.7421
F_max (eV/Å): 3.912

(3)
Computed, not measured: a 2-piece molecular cluster, C4H9NOS overall in a non-equilibrium geometry, with ωB97M-V with the def2-TZVPD basis set.

Structure (XYZ):
```
16
Properties=species:S:1:pos:R:3:forces:R:3
S 1.10077 1.39853 -2.57389 0.591 0.029 0.417
O 1.02542 -1.45505 1.24981 -0.891 0.207 -0.724
N 0.68228 -0.18545 3.02597 -0.736 -0.088 -0.841
C 0.43942 -0.51972 1.69005 2.180 -0.854 0.827
C 0.95404 0.10977 -1.40320 -0.866 -0.260 -0.854
C -1.38611 0.76449 -0.73529 -0.004 -0.272 -0.508
C -0.52966 -0.35912 -1.34500 0.174 0.219 0.513
H -0.94924 1.69430 -1.10347 -0.164 0.216 0.430
H -0.59901 -1.26229 -0.73791 -0.056 -0.093 -0.104
H -1.40879 0.67332 0.34903 0.239 0.279 0.077
H 1.26752 0.38797 -0.37358 -0.151 0.581 0.508
H 1.01753 -1.04998 3.43929 0.125 0.207 0.468
H -0.03941 0.26338 3.56095 -0.180 0.323 -0.139
H 1.69664 -0.66920 -1.63300 -0.200 -0.094 0.101
H -2.43069 0.78684 -1.04593 -0.002 -0.288 -0.197
H -0.84070 -0.57778 -2.36383 -0.058 -0.113 0.027
```
Positions in Å, forces in eV/Å.

HOMO-LUMO gap (eV): 3.65
Charge: 0
Calculated total energy (hartree): -685.8001
F_max (eV/Å): 2.483

(4)
Computed, not measured: C37H40CdOP2 as an isolated structure in a non-equilibrium geometry, with ωB97M-V with the def2-TZVPD basis set.

Structure (XYZ):
```
81
Properties=species:S:1:pos:R:3:forces:R:3
Cd 1.65051 -1.75234 2.99588 -0.117 -0.219 -0.487
P 0.09307 -2.12620 -3.01969 0.140 -0.235 0.186
P 2.02492 0.36514 -3.43662 0.602 0.425 -0.457
O 0.44572 -3.20987 5.39689 0.361 0.669 0.738
C 0.28216 0.46771 -3.92261 -1.131 -1.013 -0.056
C -0.04314 -4.53156 -4.44223 -0.396 0.239 0.004
C -2.04929 1.96403 3.37979 -0.119 -0.225 0.260
C 2.67639 1.10403 -5.02358 0.125 0.203 -0.023
C 1.08010 2.79108 -2.23732 0.459 0.117 0.160
C -1.74549 -5.14625 -6.05157 0.300 0.081 0.269
C -1.09170 2.75999 4.24228 0.465 -0.205 0.028
C -0.92264 -2.24946 -1.49044 -0.156 -0.079 0.211
C -2.20408 0.15306 6.23537 -0.322 -0.677 -0.268
C -2.73352 -3.20338 -0.19505 0.200 0.244 0.350
C -2.68050 0.06061 4.99096 0.790 -0.923 0.388
C 3.51195 2.15516 -7.49516 -0.102 -0.082 0.148
C 2.09901 1.83430 -2.31905 0.287 0.002 0.231
C 3.24694 2.37993 -5.10077 -0.079 0.001 -0.305
C 3.63232 2.91974 -6.33077 0.067 -0.307 -0.210
C -2.25893 1.31494 7.16305 0.148 0.931 0.465
C 0.88892 -2.15411 5.73451 -0.874 -0.984 -1.002
C 3.26346 1.98723 -1.53259 -0.409 0.339 -0.100
C -2.45734 -2.31624 0.85785 0.169 0.007 -0.283
C 2.54978 0.34947 -6.20337 0.120 0.324 0.064
C 2.97035 0.86351 -7.42980 0.139 0.307 0.156
C 2.40884 4.09318 -0.68791 0.221 -0.238 -0.055
C -0.57544 -0.54613 -3.62786 0.669 1.166 -0.283
C -0.58483 -5.45632 -5.33503 -0.163 0.093 -0.021
C 3.41918 3.11899 -0.72178 -0.305 -0.104 -0.204
C -2.19973 2.74688 6.56313 -0.181 0.268 0.385
C -2.33074 -3.89283 -5.89894 0.022 -0.088 -0.057
C 1.05665 -1.46350 7.01055 0.613 0.093 1.769
C -0.68047 -3.29147 -4.23179 0.150 -0.094 -0.027
C -3.13945 1.20207 4.16766 -0.730 0.361 -0.542
C 2.24940 -0.30946 4.49799 1.525 0.379 0.527
C -0.63284 -1.36244 -0.42869 -0.244 -0.202 -0.168
C -1.39141 -1.40547 0.74458 -0.114 -0.180 -0.032
C -1.94198 -3.19380 -1.34755 -0.171 0.219 0.228
C -1.10304 3.02777 5.55823 0.039 0.242 -0.498
C 1.25109 3.93111 -1.44977 -0.020 -0.184 0.076
C -1.79717 -2.96863 -5.00890 0.151 -0.342 0.110
H -3.21118 1.28050 7.73356 0.470 -0.205 -0.126
H -2.03685 3.45436 7.39857 -0.166 -0.382 -0.244
H -3.85331 0.80538 3.44051 -0.085 0.176 -0.006
H -2.25091 -1.99125 -4.92903 -0.101 -0.067 0.043
H -1.66386 -0.44640 -3.74463 0.461 0.112 -0.234
H 4.03277 3.93688 -6.38333 -0.095 -0.403 0.054
H 0.18004 -0.63075 -0.53456 -0.316 -0.337 0.063
H -3.21224 -3.62941 -6.47434 0.073 -0.042 0.021
H 1.47236 0.29948 4.94694 -0.208 0.071 -0.141
H 0.46343 4.68593 -1.43593 0.233 -0.178 0.107
H -1.45238 1.19879 7.90987 -0.267 0.113 -0.236
H 2.75131 -0.87671 5.30607 -0.128 0.390 -0.645
H 2.09033 -1.10937 7.15787 -0.355 0.006 -0.552
H 2.11002 -0.64161 -6.16081 0.017 -0.002 0.008
H 3.03609 0.32882 4.07545 -0.287 0.082 -0.154
H -0.10585 -6.42476 -5.47408 -0.078 0.228 0.033
H -3.06355 -2.33239 1.77055 0.238 -0.025 -0.393
H -0.01709 1.36286 -4.48846 -0.227 -0.314 0.463
H -0.21031 3.06867 3.66918 -0.161 0.108 0.327
H -1.15012 -0.73581 1.58710 -0.179 -0.347 -0.543
H 0.87697 -4.76715 -3.90728 -0.236 0.067 -0.039
H 2.52566 4.96989 -0.05112 -0.017 -0.181 -0.194
H -0.25299 3.60152 5.97586 -0.423 -0.453 -0.423
H -3.56859 -3.90291 -0.11645 0.295 0.173 0.027
H 4.32504 3.23612 -0.11997 -0.358 -0.019 -0.194
H -3.68277 1.89645 4.81600 -0.022 -0.100 -0.507
H 4.04294 1.21911 -1.56179 -0.270 0.270 -0.027
H -2.17906 -5.87543 -6.72869 0.071 0.097 0.044
H 0.94886 -2.15204 7.87054 -0.735 0.344 -0.206
H 3.38154 2.97955 -4.20709 -0.101 -0.067 -0.022
H -2.73453 -0.94737 4.52965 0.365 0.700 0.224
H -1.80824 -0.74699 6.71040 -0.330 -0.019 -0.188
H 0.42709 -0.54748 7.02568 0.218 -0.778 0.135
H 2.88173 0.26677 -8.34021 -0.006 0.155 0.311
H -3.19773 3.00104 6.16969 0.542 0.012 0.110
H 0.15666 2.64993 -2.79141 0.186 0.142 0.073
H -2.13339 -3.90669 -2.15258 -0.027 0.241 0.237
H 3.84059 2.56024 -8.45452 -0.134 -0.106 0.289
H -1.44825 1.25377 2.77294 -0.239 0.235 0.385
H -2.54730 2.59804 2.61990 0.249 -0.025 0.441
```
Positions in Å, forces in eV/Å.

HOMO-LUMO gap (spin up / spin down) (eV): 6.64 / 6.85
Charge: 0
Calculated total energy (hartree): -2359.3285
F_max (eV/Å): 1.874

(5)
Computed, not measured: C24H27F6MnNO2P2 as an isolated structure in a non-equilibrium geometry, with ωB97M-V with the def2-TZVPD basis set.

Structure (XYZ):
```
63
Properties=species:S:1:pos:R:3:forces:R:3
Mn 0.28651 -0.37065 0.25933 2.708 2.519 -0.961
P -0.58775 1.40645 1.48426 -1.090 2.356 1.536
P 1.06487 0.54205 -1.71039 1.247 0.480 -2.165
F 4.66811 0.05866 3.72236 -1.669 1.202 -0.209
F 5.82122 -0.14830 1.56847 -1.245 0.653 -1.447
F 4.71374 -0.57688 -0.30805 0.128 0.625 0.784
F 2.46040 0.31935 3.84695 0.821 0.277 -0.319
F 4.73772 1.46255 0.48644 -0.025 -0.944 0.370
F 3.67260 1.89754 2.93605 -0.017 -1.026 0.141
O -0.08258 -2.40344 2.42005 0.332 4.236 -4.358
O 2.24708 0.10317 1.04339 -1.580 0.006 -0.827
N -1.84900 -0.07397 -0.96536 -2.113 0.669 -1.173
C -2.53451 -2.56246 -3.61997 0.326 0.099 -0.327
C -1.05238 -0.18204 -3.29512 0.311 -0.346 0.082
C -2.73933 -1.77492 -2.45157 0.378 -0.292 -0.284
C 3.53506 -1.73328 2.05903 0.204 -0.145 0.232
C 2.14594 -0.66979 -2.55014 0.002 -0.258 -0.006
C 0.38928 2.96258 1.46273 0.171 0.079 -0.060
C -3.04037 -0.15113 -0.18823 1.348 -0.240 -0.122
C -4.11422 0.37212 1.92527 0.726 0.341 -0.905
C -1.59202 -2.19199 -4.56157 -0.594 -0.438 -0.002
C 0.00423 -1.61277 1.53871 -1.017 -7.443 6.748
C 2.15488 1.99765 -1.56621 0.079 0.224 0.189
C -1.96628 -0.60046 -2.28769 0.807 -0.092 1.281
C -0.76173 1.17135 3.29132 0.137 -0.225 0.148
C -3.22074 0.73803 0.90816 0.092 -0.354 0.385
C -3.53049 -2.19884 -1.37498 -0.720 -0.069 -0.338
C -0.16620 1.01249 -3.02493 0.086 0.102 0.353
C -4.73404 -1.63854 0.72643 -0.141 0.056 0.251
C -3.82049 -1.32414 -0.31960 -0.055 -0.077 0.638
C -2.32395 1.94995 1.02132 0.432 0.076 -0.094
C -0.86442 -0.99778 -4.41414 -0.158 0.601 0.721
C 4.67793 0.16046 0.85341 0.294 -0.972 0.022
C 3.36217 -0.26093 1.66970 2.127 1.107 1.389
C -4.85212 -0.82126 1.83139 -0.449 -0.489 -0.064
C 3.55845 0.55567 3.06073 0.121 -1.121 -0.090
H -5.30924 -2.55948 0.64429 0.052 0.216 0.085
H -3.10802 -3.47843 -3.73112 0.093 0.115 -0.062
H 2.80898 -1.98727 2.84797 0.224 0.068 -0.322
H -0.01596 3.71377 2.16238 0.024 -0.408 -0.237
H 3.36022 -2.37681 1.18445 0.174 0.207 0.262
H -1.43008 0.32310 3.49344 0.197 0.178 0.035
H -1.08997 -1.03142 -0.33107 -0.534 -0.184 -0.340
H 4.55826 -1.86930 2.47646 -0.865 -0.253 -0.454
H -0.73189 1.86111 -2.60150 0.070 -0.332 -0.250
H 3.03167 -0.84910 -1.92319 -0.263 0.131 -0.202
H -4.20905 1.00625 2.80636 -0.069 -0.078 -0.246
H -2.21952 2.49775 0.06630 -0.205 -0.357 0.297
H 2.96374 1.77679 -0.85273 -0.387 0.026 -0.291
H 2.59057 2.27743 -2.53683 -0.196 -0.191 0.219
H 0.23785 0.95620 3.70458 -0.437 0.040 -0.083
H 1.60580 -1.62043 -2.64379 0.138 0.185 -0.072
H -0.11620 -0.71769 -5.15846 -0.286 -0.037 0.164
H 1.42393 2.72109 1.76401 -0.397 0.072 -0.205
H -1.41304 -2.82288 -5.43990 -0.123 0.269 0.418
H 0.39733 3.40148 0.45613 0.031 -0.136 0.291
H 1.58976 2.85241 -1.17766 0.144 -0.151 -0.136
H -4.01673 -3.17848 -1.41400 0.145 0.327 0.004
H 0.36513 1.36536 -3.92675 -0.212 -0.249 0.364
H 2.45518 -0.33049 -3.54867 -0.037 -0.020 0.280
H -2.69319 2.66800 1.77467 0.170 -0.368 -0.236
H -5.53188 -1.09168 2.65209 0.347 0.103 -0.500
H -1.17119 2.07620 3.77500 0.198 -0.352 -0.299
```
Positions in Å, forces in eV/Å.

HOMO-LUMO gap (spin up / spin down) (eV): 6.40 / 5.53
Charge: +1
Expectation value of S²: 6.48
Calculated total energy (hartree): -3568.6250
F_max (eV/Å): 10.098
2S+1: 5

> Number 3 is which compound?

C4H9NOS